1.
Molecular formula: C16H18BFIrN6
Method: DFT, the ωB97M-V functional and the def2-TZVPD basis

Positions of all 43 atoms, in Å:
C: -2.015 -1.635 -2.705
H: -0.686 -0.543 3.678
H: -2.829 -2.059 -3.258
B: 1.184 0.271 -2.376
H: 4.774 -2.569 -1.306
H: 0.875 3.086 -2.831
H: 0.655 2.828 1.516
N: 2.194 -0.650 -1.670
H: 0.540 4.593 -0.557
H: -2.745 0.359 4.813
C: 0.738 3.528 -0.596
H: -3.637 2.625 1.270
C: -2.513 0.601 3.783
C: -0.958 -0.934 -3.275
C: -1.406 0.040 3.120
C: -1.978 1.235 1.113
C: -1.197 0.292 1.754
C: 0.762 2.608 0.451
C: 0.920 2.807 -1.768
N: 1.086 1.510 -1.450
C: 3.238 -1.305 -2.212
Ir: 0.310 -0.518 0.643
C: 0.545 -2.203 1.995
C: 3.886 -1.979 -1.178
C: -1.794 -1.638 -1.324
H: 3.354 -1.224 -3.282
H: -0.119 -2.299 1.084
N: 0.856 1.347 -0.086
F: -4.423 2.032 3.714
H: -2.391 -2.130 -0.559
H: 1.062 -1.233 2.267
C: 3.139 -1.748 -0.014
H: -0.689 -0.682 -4.287
H: -1.773 1.503 0.084
H: 1.478 0.520 -3.495
N: -0.155 -0.502 -2.285
N: 2.047 -1.012 -0.353
N: -0.651 -0.928 -1.069
H: 1.354 -2.932 1.898
H: 3.359 -2.071 1.002
H: -0.064 -2.388 2.881
C: -3.030 1.884 1.780
C: -3.304 1.512 3.087

Results
charge: +4
HOMO level (alpha / beta): -0.808 / -0.811 hartree
spin multiplicity: 6

Results of the Mulliken charge analysis, in e, for atoms 1 through 6: -0.94 0.52 0.50 0.03 0.49 0.52

2.
Molecular formula: C16H18BMnN7O2S3
Method: DFT, the ωB97M-V functional and the def2-TZVPD basis

Positions of all 48 atoms, in Å:
H: 2.625 3.824 -0.109
C: 4.615 1.707 0.412
H: -2.478 -2.819 2.525
N: 3.362 1.665 -0.059
C: -0.716 2.797 -2.248
O: 0.002 0.584 0.882
C: -3.201 -0.878 3.051
H: -0.625 -3.357 1.334
H: 5.243 2.552 0.189
H: -1.732 2.030 2.059
H: -1.618 3.234 -2.636
N: 2.764 0.536 0.347
C: 2.076 -3.167 -1.021
H: -4.055 -1.247 3.605
H: 5.757 0.285 1.666
C: -0.353 -2.318 1.140
C: -0.983 0.092 1.548
S: 2.365 -1.708 -1.912
H: 3.381 -1.107 1.466
C: 4.851 0.569 1.160
B: 2.705 2.853 -0.839
C: -2.973 0.498 2.911
Mn: 1.112 -0.375 -0.439
O: -3.373 -0.643 -0.679
N: 1.269 2.517 -1.309
C: -3.367 -1.105 -1.954
H: -5.381 -0.243 -0.349
H: -3.658 1.206 3.367
H: -0.952 0.572 -2.477
N: 1.336 -3.312 0.031
C: 0.365 3.436 -1.672
S: -4.620 -0.668 -3.005
S: -2.002 -2.027 -2.292
H: 2.915 -4.288 -2.455
H: -4.406 1.142 -0.859
C: 3.649 -0.137 1.077
C: -1.214 -1.305 1.709
H: 0.566 4.480 -1.504
N: 0.818 1.289 -1.625
C: -1.903 0.969 2.188
C: -0.381 1.443 -2.185
H: -4.166 0.452 0.781
C: -4.400 0.229 -0.260
H: 3.429 3.095 -1.792
H: 2.236 -5.156 -1.181
C: -2.318 -1.748 2.446
N: 2.728 -4.321 -1.464
N: 0.707 -2.125 0.430

Results
relative energy (zero: lowest compared OMol25 entry of this formula, charge and spin): 0.000 eV
charge: -2
HOMO level (alpha / beta): -0.050 / -0.049 hartree
spin multiplicity: 2

Results of the Mulliken charge analysis, in e, for atoms 1 through 6: -0.18 -0.39 0.28 -0.61 -0.97 -0.43

3.
Molecular formula: C16H18Br2N3OPb
Method: DFT, the ωB97M-V functional and the def2-TZVPD basis

Positions of all 41 atoms, in Å:
H: -2.627 -0.210 5.821
H: 2.983 1.490 -0.612
H: -0.737 -0.580 -6.378
H: -1.707 -0.503 8.186
C: -0.759 0.443 5.052
Br: 2.275 -1.689 -3.578
C: 1.858 0.844 1.185
H: -2.342 -0.012 -6.489
Br: 3.465 0.182 -5.893
H: 3.544 -2.324 -5.683
C: 2.784 -1.541 -5.502
C: -1.071 -0.236 7.329
O: -0.402 0.049 -3.638
H: -1.758 0.331 3.091
C: -0.217 0.543 -0.643
C: -1.592 -0.050 6.023
C: 0.696 0.454 5.250
C: 2.057 1.124 -0.181
N: 1.371 0.644 4.038
H: 2.630 0.963 1.923
H: -2.338 0.779 -4.018
C: 0.280 0.037 7.550
C: -0.484 0.393 0.711
H: -1.108 1.122 -5.986
H: -3.392 -1.116 -4.041
H: -0.971 0.453 -1.441
C: -1.663 -0.032 -4.399
H: 0.699 0.051 8.533
Pb: 1.227 1.258 -3.577
C: -2.314 -1.314 -4.068
C: 0.588 0.640 1.642
N: -0.868 0.411 3.643
H: 2.302 0.671 6.709
C: -1.422 0.091 -5.880
H: -1.912 -1.751 -3.160
H: -1.505 0.114 1.044
H: -2.155 -2.015 -4.904
H: 1.947 -1.732 -6.202
C: 1.234 0.363 6.501
C: 0.390 0.626 3.070
N: 1.016 1.026 -1.027

Results
relative energy (zero: lowest compared OMol25 entry of this formula, charge and spin): 1.540 eV
charge: +3
HOMO level (alpha / beta): -0.613 / -0.605 hartree
spin multiplicity: 1

Results of the Mulliken charge analysis, in e, for atoms 1 through 6: 0.45 0.48 0.27 0.46 0.37 -0.09

Number 1: calculated total energy -32005.665 eV. Number 2: calculated total energy -95915.016 eV. Number 3: calculated total energy -168702.592 eV.